Run one
Below is one molecule with the formula C21H27N3O3, with properties calculated with ωB97M-V/def2-TZVPD.

- multiplicity = 1
- net charge = 0
- structure (SMILES) = CCOC(=O)c1ccc(OCCC2CCN(c3ccc(C)nn3)CC2)cc1
- HOMO-LUMO gap (eV) = 8.5

Geometry as XYZ:
```
54
Properties=species:S:1:pos:R:3:lowdin_charge:R:1
C -3.80272 0.60832 -2.98793 -0.064
C -3.59757 -0.89723 -2.89946 -0.205
O -3.00788 -1.21598 -1.64104 -0.007
C -1.74450 -1.64599 -1.62100 -0.450
O -1.10774 -1.94218 -2.60661 0.086
C -1.21375 -1.71658 -0.24247 -0.127
C 0.13670 -1.98777 -0.05295 -0.003
C 0.69232 -1.97578 1.21098 -0.015
C -0.10279 -1.67941 2.31779 -0.288
O 0.32290 -1.58519 3.60312 -0.032
C 1.66008 -1.24787 3.91993 -0.175
C 1.83238 0.23907 4.26680 -0.123
C 1.85917 1.25986 3.11553 -0.314
C 2.85792 0.89729 2.01386 -0.131
C 2.87327 2.01196 0.96463 -0.152
N 1.55909 2.18357 0.39725 -0.081
C 1.15276 1.60220 -0.76482 -0.277
C 2.01989 0.87851 -1.61762 0.008
C 1.53023 0.48932 -2.83460 -0.010
C 0.20578 0.82528 -3.16057 -0.344
C -0.36977 0.47973 -4.49423 -0.039
N -0.57047 1.42039 -2.27747 0.060
N -0.12455 1.78951 -1.11248 0.080
C 0.58508 2.58383 1.38857 -0.146
C 0.48560 1.52296 2.48969 -0.117
C -1.47563 -1.47610 2.13025 0.002
C -2.02244 -1.48398 0.86934 0.005
H -2.85590 1.11444 -2.80357 0.043
H -4.52038 0.93269 -2.23880 0.074
H -4.17532 0.87187 -3.97404 0.076
H -2.94012 -1.25351 -3.69840 0.109
H -4.55048 -1.43384 -2.94580 0.123
H 0.74847 -2.19618 -0.91800 0.121
H 1.74171 -2.20485 1.32191 0.108
H 1.89026 -1.83037 4.81881 0.129
H 2.35937 -1.54773 3.13829 0.104
H 2.77821 0.31944 4.80842 0.117
H 1.03002 0.51356 4.95452 0.120
H 2.19663 2.20438 3.56420 0.142
H 3.85651 0.76038 2.43396 0.123
H 2.55406 -0.02459 1.51714 0.097
H 3.60654 1.80879 0.18517 0.108
H 3.15208 2.95905 1.44281 0.128
H 3.02556 0.61955 -1.32460 0.099
H 2.13546 -0.07426 -3.52964 0.118
H -1.27574 1.05071 -4.67306 0.073
H 0.35296 0.68096 -5.28274 0.078
H -0.60933 -0.58286 -4.50952 0.066
H -0.37337 2.70666 0.88582 0.107
H 0.90168 3.54300 1.81370 0.126
H -0.21599 1.85628 3.25580 0.126
H 0.09161 0.61413 2.03954 0.097
H -2.08087 -1.28175 3.00176 0.123
H -3.07396 -1.29318 0.72989 0.121
```

Run two
Below is one molecule with the formula C21H27N3O3, with properties calculated with ωB97M-V/def2-TZVPD.

- multiplicity = 1
- net charge = 0
- structure (SMILES) = COc1cc(/C=N/N2CCN(Cc3ccc(C)cc3)CC2)cc(OC)c1O
- HOMO-LUMO gap (eV) = 7.9

Geometry as XYZ:
```
54
Properties=species:S:1:pos:R:3:lowdin_charge:R:1
C -1.97691 2.38623 -1.97147 -0.077
O -2.02421 2.78088 -0.62302 -0.103
C -1.00483 2.34835 0.20284 -0.205
C 0.07392 1.58737 -0.19681 0.015
C 1.02152 1.18021 0.74163 -0.217
C 2.10912 0.31101 0.33923 -0.117
N 2.28211 0.05677 -0.89466 0.080
N 3.21821 -0.73381 -1.42323 -0.184
C 2.82288 -1.17890 -2.74566 -0.134
C 1.69678 -2.22603 -2.61378 -0.158
N 1.69176 -2.71847 -1.25412 -0.183
C 0.58460 -3.60446 -0.96583 -0.148
C -0.65747 -2.76706 -0.79271 -0.222
C -0.72248 -1.86561 0.26319 -0.024
C -1.82002 -1.04491 0.42550 -0.036
C -2.88398 -1.09686 -0.46889 -0.284
C -4.07842 -0.21186 -0.27708 -0.044
C -2.81619 -1.99555 -1.52445 -0.048
C -1.71582 -2.82098 -1.68607 -0.046
C 3.01453 -3.11341 -0.83547 -0.156
C 3.84946 -1.81510 -0.68351 -0.124
C 0.87845 1.55512 2.07635 0.019
C -0.19295 2.33555 2.48543 -0.203
O -0.41531 2.75769 3.76427 -0.063
C 0.52150 2.41064 4.75010 -0.090
C -1.14868 2.73313 1.54186 -0.176
O -2.21744 3.48255 1.93408 0.091
H -1.09650 2.79625 -2.47530 0.100
H -2.87836 2.79235 -2.42871 0.097
H -1.97609 1.29606 -2.06605 0.089
H 0.20942 1.26927 -1.21500 0.108
H 2.70574 -0.11343 1.15386 0.115
H 3.70261 -1.60197 -3.23561 0.116
H 2.48209 -0.31161 -3.30978 0.116
H 0.72439 -1.76512 -2.79897 0.114
H 1.84269 -3.04249 -3.34746 0.120
H 0.79927 -4.12932 -0.03071 0.124
H 0.43694 -4.36055 -1.75735 0.123
H 0.10365 -1.80252 0.95456 0.114
H -1.85136 -0.34919 1.25148 0.116
H -4.65685 -0.12977 -1.19466 0.077
H -4.72600 -0.62356 0.49761 0.085
H -3.77303 0.78228 0.04133 0.067
H -3.63158 -2.05029 -2.23274 0.108
H -1.68294 -3.51248 -2.51714 0.109
H 2.95132 -3.63372 0.12172 0.115
H 3.49684 -3.79315 -1.56191 0.119
H 4.85927 -1.95214 -1.08069 0.116
H 3.93226 -1.52806 0.36338 0.097
H 1.61879 1.22907 2.78984 0.104
H 1.51664 2.80700 4.52032 0.096
H 0.15899 2.86356 5.67172 0.094
H 0.58633 1.32508 4.88388 0.095
H -2.74095 3.66857 1.14264 0.106
```

Most stable pick: run one. Distance to second place: 181.5 kJ/mol.

Run one
Below is a 3-piece molecular cluster, C3H14NO3 overall, with properties calculated with ωB97M-V/def2-TZVPD.

- multiplicity = 1
- net charge = +1
- HOMO-LUMO gap (eV) = 10.7

Geometry as XYZ:
```
21
Properties=species:S:1:pos:R:3:lowdin_charge:R:1
C 0.83264 -0.49768 0.13596 -0.143
O 0.23432 0.56225 1.00416 -0.130
C 0.06595 -0.51138 -1.19544 -0.371
C -0.28318 -1.91557 -1.50852 -0.034
N -1.17181 0.27335 -1.04009 0.171
H 1.95090 -0.31488 0.02259 0.151
H 0.68360 -1.32803 0.78506 0.110
H -0.17082 0.03361 1.79776 0.143
H 0.63434 0.14289 -1.93074 0.183
H 0.67268 -2.47512 -1.21416 0.136
H -0.29412 -1.95593 -2.64314 0.116
H -1.28979 -2.14615 -1.23156 0.087
H -1.02620 1.18677 -0.56560 0.161
H -1.64956 0.44041 -1.97894 0.211
H -1.91566 -0.28587 -0.63075 0.143
H -2.37975 0.75480 2.05710 0.010
H -3.47616 1.79202 1.74635 0.127
O -2.70557 1.24369 1.31761 -0.083
H 4.34878 1.62196 1.20343 0.012
H 3.16450 2.05418 1.99017 0.034
O 3.77492 1.32469 1.87875 -0.035
```

Run two
Below is a 4-piece molecular cluster, C3H14NO3 overall, with properties calculated with ωB97M-V/def2-TZVPD.

- multiplicity = 1
- net charge = +1
- HOMO-LUMO gap (eV) = 10.9

Geometry as XYZ:
```
21
Properties=species:S:1:pos:R:3:lowdin_charge:R:1
C 0.27839 -1.60375 -1.29293 -0.023
C -0.86233 -1.04535 -0.51936 -0.319
C -2.14748 -1.32352 -0.63054 0.104
N -0.54843 0.26395 0.16295 0.197
H 0.70436 -2.36566 -0.62890 0.103
H -0.03184 -2.16654 -2.17148 0.095
H 0.96897 -0.86669 -1.68408 0.088
H -2.95280 -0.94391 -0.02629 0.080
H -2.45901 -2.03526 -1.38231 0.090
H -1.44816 0.54685 0.53796 0.150
H -0.19307 0.90787 -0.56071 0.115
H 0.28187 0.33887 0.77736 0.095
H 2.96241 0.48010 0.55456 0.056
H 2.43534 1.91227 0.79704 0.076
O 2.17334 0.99483 0.64924 -0.032
H 1.98264 -0.81666 2.68171 0.063
H 0.64894 -0.36157 2.67969 0.039
O 1.12875 -1.11517 2.30653 -0.061
H -1.00497 3.28699 -0.43863 0.063
H -1.45299 3.23376 -1.76860 0.073
O -0.84218 2.72120 -1.21238 -0.054
```

Run three
Below is a 3-piece molecular cluster, C3H14NO3 overall, with properties calculated with ωB97M-V/def2-TZVPD.

- multiplicity = 1
- net charge = +1
- HOMO-LUMO gap (eV) = 11.3

Geometry as XYZ:
```
21
Properties=species:S:1:pos:R:3:lowdin_charge:R:1
C 0.26263 0.65875 -1.03170 -0.308
O -0.48558 -0.48361 -0.80137 -0.125
C 1.10377 0.94785 0.12393 -0.336
C 1.47886 2.42958 0.17972 -0.036
N 0.35417 0.40888 1.37978 0.188
H 0.91587 0.37887 -1.98717 0.181
H -0.50584 1.41848 -1.34918 0.148
H -0.56088 -0.97243 -1.70296 0.143
H 2.01851 0.20501 -0.10694 0.199
H 2.37465 2.61215 0.72548 0.061
H 0.73924 2.76915 0.95298 0.093
H 1.50639 3.00678 -0.90139 0.170
H 0.58634 1.04360 2.19073 0.189
H -0.62597 0.22638 1.17533 0.134
H 0.60222 -0.55898 1.69777 0.128
H -0.07296 -2.73799 1.35743 0.159
H -1.36089 -1.80055 1.45712 0.022
O -0.53527 -1.94251 1.86655 -0.069
H -2.41890 -3.28307 -1.81587 0.010
H -3.06342 -1.90919 -1.86945 0.063
O -2.31295 -2.41716 -1.54078 -0.014
```

Most stable pick: run two. Distance to second place: 70.6 kJ/mol.

Run one
Below is one molecule with the formula C6H9N3O2, with properties calculated with ωB97M-V/def2-TZVPD.

- multiplicity = 1
- net charge = 0
- structure (SMILES) = CC(C)(n1ccnc1)[N+](=O)[O-]
- HOMO-LUMO gap (eV) = 8.6

Geometry as XYZ:
```
20
Properties=species:S:1:pos:R:3:lowdin_charge:R:1
C 1.13035 -0.40586 1.05753 -0.050
C 0.63702 0.52859 -0.04636 -0.350
C 1.04987 0.05938 -1.42605 -0.018
N -1.04800 0.60728 -0.03602 0.035
C -1.89090 -0.01439 0.85994 -0.109
C -3.10071 0.43504 0.57853 -0.218
N -3.07212 1.33520 -0.37082 0.060
C -1.80154 1.47692 -0.74497 -0.152
N 1.15632 1.89825 0.28807 -0.348
O 1.27435 2.09921 1.49330 0.069
O 1.49101 2.65668 -0.57291 0.113
H 0.74398 0.03027 2.07922 0.118
H 2.22261 -0.39371 1.09070 0.091
H 0.67879 -1.47757 1.13581 0.122
H 0.58839 -0.88151 -1.43157 0.071
H 0.84153 0.81136 -2.30455 0.132
H 2.16974 0.07235 -1.27505 0.111
H -1.66205 -0.80325 1.64906 0.138
H -4.02656 0.06730 0.83968 0.084
H -1.47727 2.08891 -1.50950 0.102
```

Run two
Below is C6H9N3O2 as an isolated structure, with properties calculated with ωB97M-V/def2-TZVPD.

- multiplicity = 1
- net charge = 0
- HOMO-LUMO gap (eV) = 8.8

Geometry as XYZ:
```
20
Properties=species:S:1:pos:R:3:lowdin_charge:R:1
C 2.05303 -0.77546 0.68743 -0.079
C 1.33225 -0.39039 -0.66228 -0.208
C 0.02275 0.03611 -0.28401 -0.290
C -0.02372 1.26152 0.26366 -0.283
C -2.55908 1.17259 0.08799 -0.443
C -1.15350 -0.64120 -0.37637 -0.517
H 1.68132 -1.68340 1.17250 0.091
H 3.21179 -0.53809 0.32686 0.136
H 2.23744 0.19568 1.29775 0.071
H 1.83302 0.23467 -1.56285 0.172
H 0.76940 -1.50475 -1.15078 0.171
H 1.78686 1.15033 0.67937 0.133
H -1.18189 2.91210 0.75041 0.194
H -0.43687 -2.46939 -0.35968 0.161
H -2.20889 -2.35435 -1.14016 0.179
N -1.28564 1.98755 0.13677 0.168
N -2.24922 -0.19180 -0.07714 0.160
N -1.20250 -1.86644 -0.97954 0.073
O 1.03159 1.98002 0.73584 0.035
O -3.65814 1.48468 0.45423 0.078
```

Most stable pick: run one. Distance to second place: 59.5 kJ/mol.

Run one
Below is one molecule with the formula C6H9N3O2, with properties calculated with ωB97M-V/def2-TZVPD.

- multiplicity = 1
- net charge = 0
- structure (SMILES) = NN=C=CCCC=C=[N+]([O-])O
- HOMO-LUMO gap (eV) = 9.3

Geometry as XYZ:
```
20
Properties=species:S:1:pos:R:3:lowdin_charge:R:1
N -1.88644 0.26672 2.35530 0.004
N -1.28156 1.16727 1.53705 -0.011
C -0.18025 1.12145 1.00932 -0.128
C 0.97870 1.47320 0.52806 -0.111
C 1.53765 1.10142 -0.81596 -0.209
C 2.05547 -0.34077 -0.85394 -0.199
C 0.95689 -1.35780 -0.86807 -0.052
C -0.30961 -1.09192 -0.92167 0.012
N -1.54827 -1.14696 -1.14452 -0.311
O -2.12561 -1.11510 -2.23742 -0.019
O -2.38443 -1.16177 -0.00758 0.043
H -1.27900 -0.29105 2.94895 0.095
H -2.64778 0.70597 2.85621 0.085
H 1.61654 2.07242 1.16857 0.103
H 0.76886 1.21644 -1.58255 0.117
H 2.36136 1.77737 -1.05071 0.108
H 2.70430 -0.53432 0.00513 0.118
H 2.65207 -0.49823 -1.75905 0.117
H 1.29251 -2.39185 -0.83826 0.119
H -3.28137 -0.97250 -0.32884 0.120
```

Run two
Below is a 2-piece molecular cluster, C6H9N3O2 overall, with properties calculated with ωB97M-V/def2-TZVPD.

- multiplicity = 1
- net charge = 0
- structure (SMILES) = N#C[C@H]1CN1.N/C=C\C(=O)O
- HOMO-LUMO gap (eV) = 9.7

Geometry as XYZ:
```
20
Properties=species:S:1:pos:R:3:lowdin_charge:R:1
N -3.19272 1.77267 2.65236 0.142
C -2.34534 1.04356 2.30808 -0.159
C -1.27503 0.22456 1.74975 -0.318
C 0.03348 0.08595 2.40865 -0.133
N -0.82234 -1.10631 2.23625 0.044
H -1.30338 0.29613 0.65517 0.136
H 0.11888 0.43153 3.43624 0.113
H 0.95029 0.14015 1.80053 0.099
H -0.53097 -1.56720 1.37343 0.060
N 0.99295 -1.54916 -0.85730 0.093
C 0.23078 -1.20767 -1.93108 -0.172
C 0.18524 -0.00005 -2.53770 -0.036
C 0.93648 1.17842 -2.14740 -0.538
O 0.95496 2.20953 -2.77555 0.090
O 1.64112 1.08592 -0.97177 0.053
H 1.44366 -0.79027 -0.37737 0.063
H 0.70948 -2.36021 -0.33669 0.093
H -0.36882 -2.01003 -2.36836 0.125
H -0.44669 0.17677 -3.40925 0.116
H 2.08793 1.94573 -0.90797 0.130
```

Run three
Below is one molecule with the formula C6H9N3O2, with properties calculated with ωB97M-V/def2-TZVPD.

- multiplicity = 1
- net charge = 0
- structure (SMILES) = Cc1nc(C)n(C)c1[N+](=O)[O-]
- HOMO-LUMO gap (eV) = 8.9

Geometry as XYZ:
```
20
Properties=species:S:1:pos:R:3:lowdin_charge:R:1
C -1.77776 2.17364 0.15698 -0.037
C -0.72377 1.13867 -0.05526 -0.237
N 0.63086 1.45333 -0.18183 0.176
C 1.21379 0.23182 -0.02460 -0.362
C 2.64870 0.20377 -0.00572 -0.034
N 0.34619 -0.74743 -0.01967 -0.019
C 0.66455 -2.04789 -0.08911 -0.053
C -0.88444 -0.19019 -0.19121 -0.163
N -2.13364 -0.76137 -0.15535 -0.301
O -3.06601 -0.04659 -0.32058 0.098
O -2.09996 -1.98295 0.27585 0.019
H -2.26727 2.04309 1.23567 0.133
H -2.72725 2.13636 -0.50849 0.104
H -1.26727 3.11037 0.15376 0.055
H 3.07095 1.26095 0.30246 0.127
H 3.07871 -0.42583 0.72326 0.056
H 3.15491 0.00249 -1.04700 0.129
H 0.16089 -2.62107 -0.81764 0.092
H 1.66149 -2.28462 -0.25932 0.079
H 0.31634 -2.64656 0.82778 0.137
```

Most stable pick: run two. Distance to second place: 272.2 kJ/mol.